Entry 1:
{"formula": "C4H7NO", "method": "the ωB97M-V functional and the def2-TZVPD basis", "symbols": ["C", "N", "C", "C", "C", "O", "H", "H", "H", "H", "H", "H", "H"], "xyz": [[0.515, 1.747, 0.163], [0.256, 0.346, -0.007], [-0.733, -0.366, -0.808], [-0.381, -1.637, 0.003], [0.583, -0.724, 0.781], [1.329, -0.829, 1.725], [-0.254, 2.230, 0.781], [1.482, 1.863, 0.658], [0.551, 2.245, -0.810], [-0.491, -0.395, -1.877], [-1.758, -0.001, -0.673], [-1.194, -2.031, 0.616], [0.095, -2.448, -0.553]], "atomic_forces_ev_per_a": [[0.06, 0.16, 0.01], [0.08, -0.04, 0.14], [-0.15, 0.02, -0.16], [-0.02, -0.19, 0.02], [0.15, 0.02, 0.17], [-0.27, 0.01, -0.32], [0.08, -0.03, -0.10], [-0.11, 0.00, -0.05], [0.03, -0.06, 0.12], [-0.05, -0.02, 0.16], [0.13, -0.07, 0.00], [0.14, 0.05, -0.08], [-0.05, 0.13, 0.08]], "e_tot_ha": -286.5966, "relative_energy_ev": 0.954, "gap_ev": 10.26, "homo_energy_ev": -9.4}


Entry 2:
{"formula": "C2H7NO2", "method": "the ωB97M-V functional and the def2-TZVPD basis", "symbols": ["C", "O", "H", "H", "H", "H", "C", "N", "O", "H", "H", "H"], "xyz": [[1.295, -2.174, 0.184], [1.087, -1.303, 1.496], [2.074, -1.850, -0.463], [0.311, -2.190, -0.326], [1.530, -3.179, 0.614], [0.835, -1.958, 2.199], [-0.858, 1.167, -1.068], [-0.056, 1.141, 0.073], [-1.897, 1.839, -1.061], [-0.562, 0.518, -1.926], [-0.320, 2.024, 0.692], [0.382, 0.404, 0.514]], "atomic_forces_ev_per_a": [[-1.88, -0.62, 3.44], [0.21, -1.45, -2.07], [0.73, 0.77, 0.00], [0.64, -0.11, 0.22], [-0.17, 0.75, -0.91], [0.34, 0.99, -1.05], [1.17, -1.47, 0.50], [-4.20, 6.53, -1.30], [1.18, -0.13, 0.43], [-0.40, 0.36, 0.49], [0.80, -2.53, -1.06], [1.57, -3.09, 1.30]], "multiplicity": 2, "e_tot_ha": -285.2312, "charge": 1, "relative_energy_ev": 2.371, "gap_ev": [9.44, 4.89], "homo_energy_ev": [-14.9, -14.9]}


Entry 3:
{"formula": "C5H12O2", "method": "the ωB97M-V functional and the def2-TZVPD basis", "symbols": ["C", "C", "C", "O", "C", "C", "O", "H", "H", "H", "H", "H", "H", "H", "H", "H", "H", "H", "H"], "xyz": [[2.076, 0.047, 0.841], [0.878, 0.771, 1.466], [0.011, 1.459, 0.449], [-0.293, -1.928, -0.667], [-1.238, 1.130, 0.137], [-0.720, -1.457, -1.923], [-1.875, 0.047, 0.709], [1.733, -0.791, 0.226], [2.660, 0.725, 0.207], [2.744, -0.336, 1.620], [0.277, 0.062, 2.046], [1.239, 1.528, 2.175], [0.439, 2.301, -0.092], [-0.788, -1.428, 0.001], [-1.821, 1.680, -0.599], [-1.780, -1.686, -2.120], [-0.573, -0.373, -2.037], [-0.122, -1.963, -2.686], [-2.784, 0.009, 0.392]], "atomic_forces_ev_per_a": [[0.06, -0.03, -0.04], [-0.06, 0.01, 0.09], [-0.15, -0.03, -0.03], [-0.13, 0.07, 0.25], [0.24, 0.25, -0.06], [-0.09, 0.05, -0.42], [-0.17, 0.03, -0.02], [0.09, 0.15, 0.08], [-0.10, -0.08, 0.09], [-0.12, 0.03, -0.13], [0.08, 0.10, -0.09], [-0.05, -0.10, -0.09], [-0.10, -0.09, 0.07], [0.13, -0.15, -0.08], [0.11, -0.09, 0.10], [0.18, 0.02, 0.06], [0.01, -0.18, 0.04], [-0.09, 0.06, 0.09], [0.13, 0.01, 0.09]], "e_tot_ha": -348.1453, "relative_energy_ev": 1.619, "gap_ev": 9.58, "homo_energy_ev": -9.0}


Entry 4:
{"formula": "C15H26BFO12S", "method": "the ωB97M-V functional and the def2-TZVPD basis", "symbols": ["C", "C", "C", "O", "C", "C", "F", "O", "C", "O", "O", "C", "C", "C", "O", "O", "C", "C", "O", "B", "O", "O", "C", "H", "H", "H", "H", "H", "H", "H", "H", "H", "H", "H", "H", "H", "H", "H", "H", "H", "H", "O", "S", "O", "O", "C", "C", "C", "H", "H", "H", "H", "H", "H", "H", "H"], "xyz": [[-1.764, -2.240, -4.034], [-0.815, -3.424, -4.338], [0.632, -3.042, -3.996], [0.925, -3.238, -2.634], [1.263, -2.045, -1.965], [2.086, -2.332, -0.666], [2.570, -3.545, -0.814], [3.012, -1.247, -0.615], [2.152, -0.188, -0.330], [2.353, 0.869, -0.682], [1.074, -0.653, 0.387], [1.361, -2.033, 0.665], [2.215, -2.139, 1.947], [2.227, -0.888, 2.792], [1.425, -0.636, 3.590], [3.295, -0.061, 2.559], [3.058, 1.263, 2.981], [2.384, 2.240, 2.074], [3.426, 1.589, 4.016], [0.144, -3.093, 0.633], [0.251, -4.271, 1.332], [-0.985, -2.893, -0.123], [-1.786, -1.861, 0.492], [-1.244, -1.308, -4.255], [-2.697, -2.287, -4.584], [-1.933, -2.233, -2.955], [-0.841, -3.568, -5.420], [-1.122, -4.330, -3.824], [0.769, -2.011, -4.334], [1.277, -3.657, -4.629], [1.917, -1.457, -2.609], [0.335, -1.512, -1.751], [1.889, -2.938, 2.601], [3.237, -2.384, 1.651], [2.238, 3.203, 2.542], [1.428, 1.830, 1.748], [2.957, 2.410, 1.165], [0.119, -4.147, 2.280], [-1.589, -1.775, 1.564], [-2.838, -2.101, 0.376], [-1.567, -0.916, -0.002], [-0.110, 4.297, 1.242], [-1.285, 4.386, 0.431], [-1.795, 5.651, 0.008], [-2.456, 3.561, 1.134], [-2.770, 3.871, 2.504], [-3.585, 5.143, 2.631], [-1.097, 3.344, -0.977], [-1.855, 3.924, 3.097], [-3.348, 3.026, 2.878], [-2.998, 6.016, 2.347], [-3.919, 5.278, 3.660], [-4.455, 5.109, 1.975], [-0.751, 2.367, -0.648], [-0.359, 3.807, -1.628], [-2.054, 3.270, -1.488]], "atomic_forces_ev_per_a": [[0.69, -0.56, 0.69], [-0.05, 1.33, -0.34], [-0.82, -0.74, -0.96], [0.33, 0.14, 0.41], [-0.55, -0.59, -0.28], [-1.12, 1.06, -0.72], [1.55, -0.56, 0.83], [0.03, 0.03, -0.10], [0.14, -4.93, 1.44], [0.41, 5.18, -1.39], [0.43, 0.41, -0.11], [-1.20, -1.23, 0.19], [1.15, -0.34, -0.47], [2.29, -0.55, -2.21], [-2.86, 0.71, 2.37], [-0.56, -0.35, -1.31], [-0.94, 0.43, -2.29], [-0.34, -0.71, -1.15], [1.78, 0.79, 4.23], [-0.81, 0.10, 0.19], [0.02, 0.22, 0.14], [-0.06, 0.28, 0.37], [0.14, 0.14, -0.41], [-0.18, 0.11, -0.27], [-0.15, -0.01, 0.09], [-0.39, 0.11, 0.00], [0.02, -0.37, -0.03], [0.05, -0.13, -0.04], [0.22, 0.11, 0.28], [0.35, -0.11, 0.37], [0.03, 0.19, 0.07], [0.19, 0.31, 0.10], [-0.20, -0.11, -0.06], [0.10, 0.06, 0.13], [-0.02, -0.11, 0.43], [-0.10, 0.12, -0.03], [0.13, -0.18, -0.08], [0.31, -0.28, -0.08], [0.03, 0.09, -0.01], [-0.02, -0.17, -0.13], [-0.11, 0.16, 0.15], [0.08, 0.24, 0.15], [-0.33, -0.56, -0.26], [0.17, 0.18, 0.10], [0.15, -0.09, -0.20], [-0.24, 0.28, 0.63], [0.11, 0.18, -0.19], [-0.04, -0.09, -0.01], [0.09, -0.01, -0.16], [0.07, -0.13, -0.25], [0.00, -0.02, 0.02], [0.01, -0.09, 0.01], [-0.03, -0.06, 0.06], [0.02, 0.02, 0.02], [0.01, 0.05, 0.07], [0.00, 0.03, 0.02]], "e_tot_ha": -2012.9738, "gap_ev": 10.27, "homo_energy_ev": -10.1}


Entry 5:
{"formula": "C6H10AlBr2F3N2", "method": "the ωB97M-V functional and the def2-TZVPD basis", "symbols": ["N", "C", "C", "N", "C", "C", "C", "F", "Br", "C", "F", "F", "Br", "H", "H", "H", "H", "H", "H", "H", "H", "H", "H", "Al"], "xyz": [[3.108, -0.612, 0.840], [2.452, -0.332, -0.528], [2.095, 1.284, -0.511], [0.620, 1.593, -0.632], [-0.171, 1.122, 0.569], [-1.718, 0.867, 0.091], [-1.996, -0.577, -0.633], [-3.453, -0.562, -1.033], [-0.967, -0.894, -2.320], [-1.821, -1.887, 0.344], [-0.429, -2.171, 0.763], [-2.794, -1.783, 1.456], [-2.424, -3.486, -0.771], [2.623, -0.026, 1.578], [2.982, -1.625, 1.073], [3.208, -0.648, -1.363], [1.434, -0.937, -0.544], [2.608, 1.727, -1.494], [2.635, 1.855, 0.386], [0.316, 0.244, 1.172], [-0.207, 2.048, 1.322], [-2.434, 0.928, 1.040], [-2.016, 1.776, -0.602], [-3.653, 2.097, -0.203]], "atomic_forces_ev_per_a": [[-2.07, 0.42, -0.69], [-0.78, -1.02, 2.29], [0.48, 1.83, -2.78], [2.09, -2.46, 3.03], [-0.12, 0.52, -0.46], [0.99, -0.93, 0.58], [-0.99, -0.04, -0.03], [3.38, 0.48, 1.32], [-0.74, 0.91, 1.69], [-1.17, -1.94, 0.25], [-4.11, 1.72, -0.71], [3.64, 0.26, -2.84], [0.66, 1.54, 1.51], [1.04, -1.18, -0.91], [0.15, 1.18, -0.09], [-1.70, 1.19, 1.21], [2.11, 1.02, -0.67], [-1.38, -0.73, 2.21], [-1.26, -1.36, -1.23], [-0.87, 1.43, -1.13], [0.30, -1.48, -1.51], [1.51, -0.43, -1.38], [2.39, -2.10, 0.42], [-3.58, 1.17, -0.05]], "e_tot_ha": -6033.2220, "charge": 2, "relative_energy_ev": 5.365, "gap_ev": 4.83, "homo_energy_ev": -16.8}


Entry 6:
{"formula": "C41H64BF5N6O3RuS", "method": "the ωB97M-V functional and the def2-TZVPD basis", "symbols": ["Ru", "C", "C", "C", "C", "C", "C", "C", "C", "C", "N", "N", "B", "N", "N", "C", "C", "C", "C", "C", "C", "C", "C", "C", "N", "N", "C", "C", "C", "C", "C", "C", "C", "C", "C", "H", "H", "H", "H", "H", "H", "H", "H", "H", "H", "H", "H", "H", "H", "H", "H", "H", "H", "H", "H", "H", "H", "H", "H", "H", "H", "H", "H", "H", "H", "H", "H", "H", "H", "H", "H", "H", "H", "H", "H", "H", "H", "H", "H", "H", "H", "O", "H", "H", "C", "C", "C", "O", "C", "H", "H", "H", "H", "H", "H", "H", "H", "O", "S", "C", "C", "C", "C", "H", "H", "H", "H", "H", "H", "H", "H", "F", "C", "C", "C", "F", "C", "F", "C", "F", "C", "F"], "xyz": [[-0.610, -0.182, 0.186], [1.267, 2.196, -4.342], [0.049, 2.298, -3.405], [-0.867, 3.412, -3.936], [0.475, 2.628, -1.997], [1.024, 3.880, -1.726], [1.230, 3.922, -0.371], [1.604, 5.136, 0.430], [2.569, 6.036, -0.339], [0.324, 5.896, 0.795], [0.880, 2.718, 0.130], [0.369, 1.909, -0.859], [1.310, 2.179, 1.510], [2.218, 0.934, 1.320], [1.662, -0.272, 0.964], [2.683, -1.151, 0.869], [3.875, -0.498, 1.133], [3.563, 0.820, 1.399], [4.681, 1.820, 1.651], [4.420, 3.310, 1.478], [5.396, 1.527, 2.975], [2.603, -2.616, 0.531], [2.394, -3.486, 1.785], [3.904, -3.073, -0.139], [0.095, 1.904, 2.417], [-1.000, 1.168, 2.010], [-1.893, 1.236, 3.019], [-1.370, 1.996, 4.053], [-0.111, 2.385, 3.662], [0.841, 3.128, 4.565], [2.098, 2.309, 4.850], [1.167, 4.567, 4.162], [-3.270, 0.643, 3.120], [-4.318, 1.742, 2.905], [-3.507, -0.521, 2.192], [0.998, 2.514, -5.350], [1.651, 1.178, -4.423], [2.081, 2.836, -4.002], [-0.482, 1.358, -3.410], [-0.289, 4.320, -4.116], [-1.666, 3.668, -3.243], [-1.306, 3.114, -4.888], [1.210, 4.668, -2.434], [2.087, 4.827, 1.351], [2.083, 6.484, -1.207], [3.445, 5.487, -0.687], [2.909, 6.850, 0.302], [-0.148, 6.293, -0.106], [0.550, 6.731, 1.460], [-0.395, 5.244, 1.294], [1.945, 3.009, 2.052], [4.867, -0.917, 1.117], [5.394, 1.553, 0.864], [3.914, 3.743, 2.340], [3.833, 3.517, 0.585], [5.379, 3.819, 1.377], [4.747, 1.689, 3.833], [6.260, 2.186, 3.078], [5.751, 0.497, 3.014], [1.782, -2.762, -0.161], [2.978, -3.099, 2.623], [2.732, -4.504, 1.592], [1.353, -3.562, 2.088], [4.706, -3.171, 0.595], [4.247, -2.378, -0.906], [3.760, -4.053, -0.594], [-1.843, 2.209, 4.997], [0.279, 3.193, 5.500], [2.625, 2.093, 3.924], [1.854, 1.361, 5.331], [2.772, 2.862, 5.506], [1.952, 4.609, 3.410], [1.524, 5.112, 5.037], [0.290, 5.087, 3.778], [-3.352, 0.293, 4.152], [-4.287, 2.107, 1.875], [-4.154, 2.592, 3.566], [-5.317, 1.348, 3.092], [-3.186, -0.244, 1.193], [-4.567, -0.765, 2.123], [-2.957, -1.409, 2.498], [-0.543, -1.548, 2.289], [-0.550, -2.491, 2.088], [0.345, -1.364, 2.625], [-3.836, 1.129, -3.209], [-4.220, 1.780, -1.878], [-2.910, 1.776, -1.102], [-2.123, 0.679, -1.637], [-2.766, 0.125, -2.811], [-3.423, 1.873, -3.882], [-4.677, 0.649, -3.707], [-4.967, 1.179, -1.365], [-4.616, 2.787, -2.000], [-3.056, 1.617, -0.035], [-2.333, 2.693, -1.232], [-3.193, -0.843, -2.569], [-2.006, -0.025, -3.577], [0.478, -1.285, -1.483], [1.075, -0.780, -2.791], [1.213, -2.231, -3.855], [2.589, -2.129, -4.497], [3.539, -1.768, -3.354], [2.876, -0.632, -2.572], [0.381, -2.225, -4.556], [1.122, -3.088, -3.183], [2.594, -1.353, -5.266], [2.862, -3.066, -4.979], [4.523, -1.472, -3.714], [3.670, -2.640, -2.712], [3.148, 0.352, -2.952], [3.044, -0.646, -1.494], [-0.188, -3.384, 0.169], [-1.484, -3.217, -0.190], [-2.029, -1.948, -0.277], [-3.388, -1.968, -0.561], [-4.123, -0.837, -0.639], [-4.126, -3.119, -0.784], [-5.427, -3.046, -1.070], [-3.511, -4.354, -0.715], [-4.202, -5.470, -0.934], [-2.168, -4.401, -0.403], [-1.548, -5.580, -0.298]], "atomic_forces_ev_per_a": [[0.07, -0.15, -0.25], [0.00, -0.06, -0.09], [0.03, 0.07, 0.04], [0.03, -0.06, -0.04], [-0.11, -0.06, 0.06], [-0.05, 0.06, -0.01], [0.08, 0.00, 0.02], [0.02, -0.01, 0.00], [0.00, 0.02, 0.01], [0.00, -0.02, 0.02], [-0.16, 0.03, 0.11], [0.36, 0.12, -0.11], [-0.05, 0.06, -0.07], [0.06, -0.01, -0.11], [0.21, 0.02, 0.16], [-0.16, -0.05, 0.03], [0.06, -0.05, 0.00], [-0.09, 0.11, 0.07], [-0.01, -0.03, -0.07], [-0.05, -0.02, 0.02], [-0.02, -0.02, -0.02], [0.03, -0.03, 0.07], [0.02, 0.04, -0.04], [0.06, 0.05, 0.05], [0.03, -0.24, 0.11], [0.01, 0.37, -0.02], [0.03, -0.14, -0.01], [-0.03, -0.08, 0.07], [0.08, 0.09, -0.11], [-0.01, -0.02, 0.02], [0.02, 0.00, 0.01], [0.01, -0.01, -0.03], [-0.03, 0.08, -0.04], [0.01, -0.01, -0.03], [0.01, -0.07, -0.01], [-0.02, -0.04, -0.01], [0.01, 0.09, 0.02], [0.00, 0.04, -0.01], [-0.19, -0.15, -0.01], [-0.04, 0.00, 0.00], [-0.08, -0.05, 0.07], [-0.03, -0.01, -0.01], [-0.03, 0.01, 0.02], [0.03, -0.05, 0.04], [0.00, -0.01, -0.01], [0.00, 0.00, 0.01], [-0.01, 0.01, -0.01], [-0.02, 0.00, 0.01], [0.01, 0.01, 0.00], [0.00, -0.01, 0.03], [0.05, 0.02, 0.03], [0.00, -0.01, 0.00], [0.00, 0.02, -0.01], [-0.05, 0.01, 0.03], [-0.02, 0.00, -0.01], [0.00, 0.00, 0.00], [-0.06, 0.04, 0.03], [0.01, 0.00, 0.00], [-0.01, 0.00, 0.01], [-0.01, -0.02, -0.03], [0.01, -0.01, -0.01], [-0.03, -0.02, -0.02], [-0.08, 0.10, 0.06], [0.00, 0.00, 0.00], [0.02, -0.07, 0.16], [0.01, -0.02, 0.00], [-0.01, -0.01, 0.00], [0.01, 0.01, 0.01], [0.08, -0.02, -0.03], [-0.01, 0.00, -0.01], [-0.01, 0.00, 0.02], [0.01, 0.01, -0.04], [0.01, 0.00, 0.00], [-0.03, 0.01, -0.01], [-0.06, 0.05, 0.00], [0.00, 0.00, 0.00], [0.01, 0.00, 0.01], [-0.01, 0.00, -0.01], [-0.02, 0.02, -0.05], [-0.01, -0.01, 0.03], [0.00, 0.03, -0.02], [-0.04, -0.05, -0.05], [0.03, -0.10, 0.00], [0.06, 0.07, -0.01], [0.04, 0.00, 0.09], [0.02, 0.01, 0.00], [-0.01, 0.01, -0.18], [-0.05, 0.10, 0.12], [0.08, -0.02, 0.02], [0.09, 0.13, -0.15], [0.00, 0.00, 0.03], [-0.04, 0.03, 0.02], [0.03, -0.01, -0.02], [0.00, -0.06, 0.04], [0.02, 0.03, -0.04], [0.07, 0.03, -0.10], [0.07, 0.07, -0.02], [-0.03, 0.03, -0.05], [-0.10, 0.10, 0.14], [-0.04, -0.04, 0.01], [0.04, 0.01, 0.02], [-0.06, -0.03, -0.08], [-0.01, -0.07, 0.04], [0.00, -0.03, -0.01], [0.03, -0.02, -0.03], [0.00, 0.01, 0.00], [0.00, -0.01, -0.01], [0.01, 0.00, 0.00], [-0.04, 0.05, -0.12], [0.01, 0.01, -0.01], [0.03, 0.05, -0.08], [0.07, 0.04, 0.05], [-0.16, -0.07, -0.11], [-0.02, -0.10, 0.26], [0.01, -0.09, 0.00], [-0.02, 0.02, 0.15], [-0.09, -0.01, -0.06], [0.10, 0.02, 0.03], [-0.12, -0.20, -0.04], [0.11, 0.16, 0.04], [0.04, -0.13, -0.01], [-0.03, 0.12, -0.01]], "multiplicity": 6, "e_tot_ha": -3171.9682, "charge": 1, "gap_ev": [9.50, 6.83], "homo_energy_ev": [-11.3, -11.2]}